DFT (the ωB97M-V functional and the def2-TZVPD basis) results for one molecule with the formula C3H6N4O.

Summary:
Energy relative to the best compared isomer or geometry (same formula, charge and spin) in kcal/mol: 139.8
Gap between HOMO and LUMO in eV: 9.22
Max |F| in eV/Å: 5.47
SMILES: [H]/N=C1/NNCC=NO1

```
14
Properties=species:S:1:pos:R:3:mulliken_charge:R:1
H 1.636 2.245 -1.166 0.26
N 0.728 2.004 -1.013 -0.64
C 0.352 1.005 -0.365 0.53
N -1.089 0.781 -0.300 -0.18
N -1.737 -0.506 -0.170 -0.35
C -0.939 -1.227 0.746 -0.57
C 0.420 -1.555 0.181 0.00
N 1.507 -0.919 0.236 -0.30
O 1.082 0.466 0.722 -0.28
H -1.693 1.491 -0.874 0.29
H -1.917 -1.104 -1.055 0.25
H -0.589 -0.656 1.712 0.29
H -1.659 -1.943 1.238 0.38
H 0.698 -2.621 -0.282 0.33
```